The following is a quantum chemistry calculation of a structure of composition C5H4LiO6Y at a distorted geometry, from OMol25.

Last column: Mulliken spin population.
Positions of all 17 atoms, in Å:
O1 4.658 6.181 1.141  0.0007
C1 3.927 5.312 1.013  -0.0006
O2 3.165 4.438 0.859  0.0010
O3 0.530 0.784 0.905  0.0500
Y1 1.522 2.856 0.506  0.1431
O4 -2.411 -3.568 -1.567  0.0054
C2 -1.925 -2.471 -1.220  -0.0010
O5 -2.576 -1.403 -1.126  0.0197
O6 -0.597 -2.463 -0.940  0.0022
C3 -0.020 -1.197 -0.732  -0.0303
C4 -0.832 -1.086 1.279  0.3093
C5 0.309 -0.418 0.742  0.3998
Li1 -4.116 -2.574 -1.611  0.0001
H1 -0.346 -0.460 -1.479  0.0091
H2 1.005 -1.320 -1.117  0.0581
H3 -0.777 -2.155 1.495  0.0036
H4 -1.514 -0.456 1.854  0.0299

Results
LUMO level (spin up / spin down) in Ha: -0.5474 / -0.5493
Largest force on an atom in Eh/bohr: 0.144
Net charge: +3
Spin multiplicity: 2
Energy above the lowest of the compared OMol25 structures with the same formula, charge and spin in kcal per mole: 15.55
Energy in eV: -18748.61631
Frontier orbital gap (spin up / spin down) in eV: 3.3 / 3.3

---

The following is a quantum chemistry calculation of a structure of composition C5H9NO, from OMol25.

Last column: Mulliken charge in e.
Positions of all 16 atoms, in Å:
C1 -0.328 1.350 -1.625  -1.2490
C2 0.008 1.354 -0.144  0.4549
N1 -1.130 0.961 0.736  -0.3791
C3 -0.462 -0.201 1.074  0.5860
O1 -0.868 -1.255 1.600  -0.6310
C4 0.756 0.119 0.418  -0.7536
C5 0.736 -2.326 0.652  -0.6204
H1 -0.749 0.380 -1.909  0.3384
H2 0.579 1.514 -2.215  0.3020
H3 -1.050 2.136 -1.883  0.3188
H4 0.412 2.327 0.161  0.2641
H5 -2.095 0.941 0.425  0.2586
H6 1.711 0.218 0.930  0.2251
H7 0.366 -3.012 1.402  0.2761
H8 1.786 -2.075 0.723  0.3184
H9 0.326 -2.430 -0.344  0.2907

Results
LUMO level (spin up / spin down) in Ha: -0.0315 / -0.0069
Largest force on an atom in Eh/bohr: 0.017
Net charge: 0
Spin multiplicity: 1
Energy above the lowest of the compared OMol25 structures with the same formula, charge and spin in kcal per mole: 131.23
Energy in eV: -8863.52213
Frontier orbital gap (spin up / spin down) in eV: 6.8 / 8.0

---

The following is a quantum chemistry calculation of the molecule C21H29N5O2, from OMol25.

Last column: Mulliken charge in e.
Positions of all 57 atoms, in Å:
C1 -5.271 5.291 -0.259  -1.2468
C2 -4.039 4.564 0.178  0.2861
C3 -2.834 5.108 0.667  -0.4263
N1 -1.954 4.165 0.977  -0.9872
N2 -2.552 3.016 0.649  0.7369
C4 -1.834 1.768 0.803  -0.9060
C5 -0.697 1.637 -0.196  -0.1735
C6 0.097 0.361 0.032  -0.6520
N3 1.190 0.180 -0.940  -0.1990
C7 2.490 0.478 -0.484  0.0575
O1 3.315 -0.383 -0.301  -0.5920
C8 2.740 1.936 -0.176  -1.2360
C9 4.171 2.222 0.242  0.8167
C10 4.562 1.656 1.628  -0.7989
C11 5.108 2.860 2.404  -0.7645
N4 5.507 3.799 1.360  0.2034
C12 5.753 5.140 1.842  -1.1502
C13 6.958 5.216 2.745  0.8029
C14 8.132 4.544 2.410  -0.2958
C15 9.246 4.622 3.225  -0.6913
C16 9.217 5.385 4.387  0.8352
C17 10.461 5.423 5.223  0.3597
N5 10.583 6.484 6.075  -0.3742
O2 11.301 4.549 5.160  -0.6225
C18 8.047 6.048 4.731  -0.8429
C19 6.926 5.957 3.918  -0.8251
C20 4.440 3.722 0.378  -1.3011
C21 -3.796 3.210 0.162  -0.0501
H1 -6.159 4.671 -0.135  0.3375
H2 -5.413 6.197 0.330  0.3316
H3 -5.217 5.587 -1.308  0.2422
H4 -2.596 6.146 0.838  0.4590
H5 -1.454 1.721 1.825  0.3421
H6 -2.559 0.961 0.679  0.2731
H7 -1.090 1.643 -1.216  0.1994
H8 -0.049 2.509 -0.095  0.3164
H9 0.489 0.347 1.057  0.2280
H10 -0.561 -0.505 -0.058  0.5150
H11 1.214 -0.788 -1.237  0.3305
H12 2.442 2.530 -1.044  0.5170
H13 2.056 2.226 0.634  0.4588
H14 4.840 1.808 -0.512  0.4376
H15 3.705 1.208 2.134  0.3287
H16 5.311 0.875 1.525  0.2453
H17 4.320 3.310 3.035  0.2915
H18 5.949 2.614 3.051  0.4245
H19 5.915 5.785 0.972  0.3753
H20 4.873 5.541 2.378  0.4102
H21 8.154 3.946 1.508  0.4050
H22 10.155 4.091 2.978  0.4303
H23 9.988 7.288 6.009  0.1880
H24 11.430 6.543 6.613  0.2294
H25 7.980 6.608 5.656  0.3002
H26 6.011 6.459 4.209  0.3456
H27 4.739 4.193 -0.561  0.4060
H28 3.529 4.238 0.742  0.3182
H29 -4.413 2.378 -0.139  0.3510

Results
LUMO level in Ha: 0.0256
Largest force on an atom in Eh/bohr: 0.015
Net charge: 0
Spin multiplicity: 1
Energy above the lowest of the compared OMol25 structures with the same formula, charge and spin in kcal per mole: 38.63
Energy in eV: -33793.87455
Frontier orbital gap in eV: 9.5

---

The following is a quantum chemistry calculation of the molecule C16H23NO, from OMol25.

Last column: Mulliken charge in e.
Positions of all 41 atoms, in Å:
C1 -1.817 -4.010 2.407  -0.8541
C2 -1.208 -3.212 1.552  0.1583
C3 -1.578 -3.078 0.103  -0.7454
O1 -1.325 -1.792 -0.420  -0.3418
C4 -2.063 -0.730 0.028  1.0025
C5 -3.121 -0.835 0.923  -0.6518
C6 -3.816 0.296 1.317  -0.6276
C7 -3.465 1.540 0.830  -0.7773
C8 -2.411 1.647 -0.060  -0.2254
C9 -1.704 0.530 -0.473  -0.0737
C10 -0.551 0.688 -1.426  -1.0254
N1 0.504 1.511 -0.847  0.1035
C11 1.068 0.945 0.365  -0.8507
C12 2.194 -0.085 0.189  -0.4705
C13 3.574 0.566 0.159  -0.9156
C14 3.833 1.402 -1.092  -0.6140
C15 2.775 2.471 -1.367  -0.8479
C16 1.455 1.895 -1.878  -0.6223
H1 -1.501 -4.094 3.432  0.2910
H2 -2.655 -4.622 2.114  0.2726
H3 -0.370 -2.600 1.856  0.2354
H4 -0.930 -3.733 -0.494  0.3388
H5 -2.620 -3.379 -0.070  0.3970
H6 -3.405 -1.792 1.330  0.3266
H7 -4.635 0.194 2.015  0.3796
H8 -4.006 2.421 1.141  0.3874
H9 -2.112 2.610 -0.443  0.4446
H10 -0.905 1.207 -2.323  0.5852
H11 -0.185 -0.305 -1.731  0.3949
H12 0.236 0.492 0.909  0.4395
H13 1.436 1.771 0.984  0.4354
H14 2.161 -0.784 1.028  0.3037
H15 2.028 -0.662 -0.722  0.3406
H16 4.341 -0.211 0.220  0.3598
H17 3.680 1.200 1.044  0.3343
H18 3.893 0.740 -1.960  0.2887
H19 4.806 1.888 -0.985  0.3372
H20 3.165 3.136 -2.141  0.3541
H21 2.598 3.074 -0.477  0.3437
H22 1.687 1.046 -2.547  0.3650
H23 0.949 2.653 -2.489  0.4242

Results
LUMO level in Ha: 0.0349
Largest force on an atom in Eh/bohr: 0.008
Net charge: 0
Spin multiplicity: 1
Energy above the lowest of the compared OMol25 structures with the same formula, charge and spin in kcal per mole: 53.50
Energy in eV: -20501.73011
Frontier orbital gap in eV: 9.0